Entry 1:
Formula: C2H4GaLiO2
Source: the Open Molecules 2025 dataset
Level of theory: the ωB97M-V functional and the def2-TZVPD basis

The geometry in XYZ format:
```
10
C2H4GaLiO2 (the ωB97M-V functional and the def2-TZVPD basis)
O -0.78 1.84 0.26
H -0.90 2.35 -0.54
C -0.63 -0.29 -0.73
C -0.29 -1.13 0.33
O 0.76 -0.85 1.15
H 0.22 0.20 -1.23
H -1.51 -0.56 -1.32
H -0.39 -2.21 0.13
Ga 2.86 -0.68 0.64
Li 0.66 1.32 1.30
```

For the LUMO energy, the calculation gives -0.0464 Ha. For the total energy, the calculation gives -58812.1614 eV. The spin multiplicity is 1. Its orbital gap is 5.1 eV. The maximum force comes out at 0.062 hartree/bohr. The highest occupied orbital energy is -0.233 Eh.

Results of the Löwdin charge analysis, in e, for atoms 1 through 6:
1 O -0.532
2 H -0.094
3 C -0.063
4 C -0.417
5 O -0.560
6 H 0.052

Entry 2:
Formula: C2HNO4
Source: the Open Molecules 2025 dataset
Level of theory: the ωB97M-V functional and the def2-TZVPD basis

The geometry in XYZ format:
```
8
C2HNO4 (the ωB97M-V functional and the def2-TZVPD basis)
O 0.29 0.19 -2.10
C -0.11 0.78 -1.19
C -0.62 0.04 0.38
O -1.58 0.36 0.97
N 0.48 -0.82 0.90
O 1.63 -0.43 0.65
O 0.15 -1.91 1.29
H -0.23 1.80 -0.90
```

Its energy relative to the best compared isomer or geometry (same formula, charge and spin) is 4.107 eV. As for the structure (SMILES): O=CC(=O)[N+](=O)[O-]. For the LUMO energy, the calculation gives -0.0433 Ha. For the total energy, the calculation gives -11765.1714 eV. The spin multiplicity is 1. Its orbital gap is 9.2 eV. The maximum force comes out at 0.083 hartree/bohr. The highest occupied orbital energy is -0.380 Eh.

Results of the Löwdin charge analysis, in e, for atoms 1 through 6:
1 O 0.143
2 C -0.097
3 C -0.215
4 O 0.185
5 N -0.340
6 O 0.084

Entry 3:
Formula: C5H10O
Source: the Open Molecules 2025 dataset
Level of theory: the ωB97M-V functional and the def2-TZVPD basis

The geometry in XYZ format:
```
16
C5H10O (the ωB97M-V functional and the def2-TZVPD basis)
C -0.23 -1.25 -1.16
C -0.91 -0.10 -0.44
C -0.14 1.07 0.13
C 1.37 1.15 0.02
C -0.77 0.08 1.05
O 0.10 -0.76 1.76
H -0.21 -2.16 -0.55
H -0.76 -1.49 -2.08
H 0.80 -1.02 -1.43
H -1.90 0.15 -0.82
H -0.64 2.03 0.07
H 1.83 0.18 0.19
H 1.77 1.84 0.76
H 1.67 1.51 -0.98
H -1.65 0.39 1.62
H -0.32 -1.62 1.84
```

Its energy relative to the best compared isomer or geometry (same formula, charge and spin) is 1.141 eV. As for the structure (SMILES): C[C@@H]1[C@H](C)[C@@H]1O. For the LUMO energy, the calculation gives 0.0332 Ha. For the total energy, the calculation gives -7393.6247 eV. The spin multiplicity is 1. Its orbital gap is 10.4 eV. The maximum force comes out at 0.006 hartree/bohr. The highest occupied orbital energy is -0.350 Eh.

Results of the Löwdin charge analysis, in e, for atoms 1 through 6:
1 C -0.057
2 C -0.239
3 C -0.253
4 C -0.068
5 C -0.317
6 O -0.013

Entry 4:
Formula: C22H44GdP
Source: the Open Molecules 2025 dataset
Level of theory: the ωB97M-V functional and the def2-TZVPD basis

The geometry in XYZ format:
```
68
C22H44GdP (the ωB97M-V functional and the def2-TZVPD basis)
C 0.63 2.02 -0.22
H 1.10 2.37 0.70
H 1.41 1.96 -0.99
H 1.15 0.05 1.07
C -0.50 2.96 -0.65
H -1.21 2.43 -1.30
H -1.07 3.27 0.24
C 0.03 4.20 -1.38
H -0.79 4.85 -1.71
H 0.68 4.79 -0.72
H 0.62 3.92 -2.26
C -0.82 -1.98 -0.81
C -1.23 -0.92 -1.72
C -0.05 -0.33 -2.27
C 1.09 -0.98 -1.67
C 0.60 -2.03 -0.80
C 1.45 -3.03 -0.08
C 2.52 -0.73 -2.05
C 0.01 0.72 -3.33
C -2.65 -0.60 -2.10
C -1.75 -2.92 -0.11
Gd 0.00 0.00 0.00
H 3.20 -1.01 -1.24
H 2.80 -1.31 -2.94
H 2.69 0.33 -2.28
H 2.47 -2.66 0.06
H 1.04 -3.28 0.90
H 1.51 -3.97 -0.66
H -2.71 -2.45 0.10
H -1.94 -3.81 -0.72
H -1.33 -3.25 0.84
H -2.73 0.39 -2.54
H -3.02 -1.33 -2.84
H -3.31 -0.64 -1.24
H 0.85 1.40 -3.17
H 0.15 0.26 -4.31
H -0.90 1.31 -3.37
C 0.84 -2.02 4.21
C -0.62 -1.70 3.89
C -1.45 -1.75 5.18
P -0.76 -0.22 2.74
C -2.57 -0.11 2.39
C -3.42 0.47 3.54
C -2.77 0.84 1.21
C 0.17 1.24 3.49
C -0.24 1.49 4.95
C 1.71 1.20 3.43
H 1.26 -1.30 4.93
H 1.45 -2.04 3.27
H 0.92 -3.02 4.68
H -0.99 -2.56 3.28
H -1.28 -0.89 5.85
H -2.52 -1.87 4.95
H -1.20 -2.67 5.75
H -2.94 -1.12 2.09
H -3.12 1.51 3.76
H -4.49 0.48 3.25
H -3.37 -0.08 4.49
H -2.18 0.52 0.34
H -3.84 0.89 0.91
H -2.44 1.87 1.48
H -0.15 2.12 2.90
H 0.16 0.70 5.61
H 0.20 2.45 5.30
H -1.33 1.57 5.07
H 2.13 1.21 2.42
H 2.11 2.13 3.89
H 2.16 0.36 3.98
```

Its total charge is +2. For the LUMO energy (alpha / beta), the calculation gives -0.3419 / -0.3285 Ha. For the total energy, the calculation gives -53628.3050 eV. As for the expectation value of S²: 16.85. The spin multiplicity is 8. Its orbital gap (alpha / beta) is 5.5 / 5.9 eV. The maximum force comes out at 0.150 hartree/bohr. The highest occupied orbital energy (alpha / beta) is -0.543 / -0.545 Eh.

Results of the Löwdin charge analysis, in e, for atoms 1 through 6:
1 C -0.213
2 H 0.086
3 H 0.092
4 H -0.007
5 C -0.292
6 H 0.095

What did the second record say?
Formula: C2HNO4
Source: the Open Molecules 2025 dataset
Level of theory: the ωB97M-V functional and the def2-TZVPD basis

The geometry in XYZ format:
```
8
C2HNO4 (the ωB97M-V functional and the def2-TZVPD basis)
O 0.29 0.19 -2.10
C -0.11 0.78 -1.19
C -0.62 0.04 0.38
O -1.58 0.36 0.97
N 0.48 -0.82 0.90
O 1.63 -0.43 0.65
O 0.15 -1.91 1.29
H -0.23 1.80 -0.90
```

Its energy relative to the best compared isomer or geometry (same formula, charge and spin) is 4.107 eV. As for the structure (SMILES): O=CC(=O)[N+](=O)[O-]. For the LUMO energy, the calculation gives -0.0433 Ha. For the total energy, the calculation gives -11765.1714 eV. The spin multiplicity is 1. Its orbital gap is 9.2 eV. The maximum force comes out at 0.083 hartree/bohr. The highest occupied orbital energy is -0.380 Eh.

Results of the Löwdin charge analysis, in e, for atoms 1 through 6:
1 O 0.143
2 C -0.097
3 C -0.215
4 O 0.185
5 N -0.340
6 O 0.084